This record from the OMol25 dataset describes a 2-piece molecular cluster, C3H2F5N overall. The level of theory is ωB97M-V/def2-TZVPD.

Element x y z (Å)
N1 -2.7083 0.3119 -1.0882
C1 -3.4630 -0.0001 -0.0124
H1 0.1816 0.7643 -0.2890
F1 -4.1815 -1.1471 -0.3670
F2 -2.0345 1.5145 -0.9955
F3 -1.5369 -2.1174 -0.0558
F4 -4.4599 0.8951 0.3824
C2 -0.8067 -1.0928 -0.1784
H2 1.2470 -0.8387 0.1657
F5 -2.9381 -0.4229 1.2023
C3 0.2413 -0.3769 -0.0720

Calculated values
Total charge ... 0
LUMO level (alpha / beta) ... -1.45 / -2.04 eV
DFT total energy ... -669.346808 a.u.
Frontier orbital gap (alpha / beta) ... 8.843 / 7.484 eV
2S+1 ... 1
HOMO energy (alpha / beta) ... -10.297 / -9.522 eV

Results of the Mulliken charge analysis, in e, for atoms 1 through 4: -0.4469 0.9353 0.2523 -0.2684